C24H59N7O16 | ωB97M-V with the def2-TZVPD basis set

Computed properties:
- Kohn-Sham gap (eV) = 1.3
- total charge = +4
- energy above the lowest of the compared OMol25 structures with the same formula, charge and spin (eV) = 12.098
- HOMO (hartree) = -0.3663
- molecular weight (g/mol) = 701.769
- LUMO (eV) = -8.66
- total energy (Eh) = -2535.19577

```
106
Properties=species:S:1:pos:R:3:forces:R:3
C 9.053720 -11.893772 6.403445 -1.3 -0.9 -1.2
C 7.576198 -12.173236 6.588230 -2.8 0.6 7.2
O 6.950172 -12.048598 7.706669 3.1 -0.9 -6.7
N 6.698655 -12.622440 5.370425 -0.6 1.9 0.1
H 7.141928 -12.151754 4.594511 -0.1 0.8 -0.6
H 6.775627 -13.567002 5.021191 0.0 -1.0 0.8
C 5.214826 -12.170797 5.522813 -0.2 -0.8 0.1
H 9.163384 -11.199313 5.570497 0.2 0.5 0.3
H 9.472395 -12.809050 5.985025 0.4 -0.3 0.2
H 9.543253 -11.613965 7.336259 -0.3 0.1 -0.2
H 4.563332 -12.537992 4.729827 0.7 -0.2 -0.5
H 5.086411 -11.088516 5.538730 0.6 -0.1 0.3
H 4.799604 -12.655209 6.406578 0.5 0.4 0.2
C -4.098475 -11.719376 1.833564 1.3 0.8 -1.2
C -4.001511 -10.691293 0.655058 -3.9 -1.5 -0.7
O -4.748215 -10.881909 -0.301471 3.1 1.7 2.2
N -3.264570 -9.373620 0.959619 0.5 -2.1 0.0
H -3.941241 -8.637386 0.817616 -0.1 0.6 0.0
H -3.111273 -9.554225 1.941452 0.5 0.9 0.9
C -1.951776 -9.099364 0.229848 -0.6 0.6 -1.1
H -5.130450 -11.812995 2.171716 0.0 -0.1 -0.5
H -3.467201 -11.589140 2.712559 0.2 0.4 -0.2
H -3.723898 -12.555586 1.243185 -0.5 -0.8 0.7
H -1.096594 -8.812750 0.841915 -0.6 -0.2 0.6
H -2.241551 -8.249515 -0.388132 0.6 -0.1 -0.2
H -1.711260 -9.950561 -0.407116 -0.1 0.1 0.2
C -4.715473 -8.161282 9.756177 0.5 1.0 0.2
C -3.986680 -8.844961 10.920865 1.1 -1.2 -1.2
O -3.059801 -9.610652 10.839978 -1.9 1.5 0.5
N -4.465415 -8.458354 12.336480 0.0 1.5 -0.5
H -5.127935 -7.709499 12.193683 -0.3 0.6 0.0
H -5.020549 -9.176643 12.779173 0.1 -0.8 0.2
C -3.354176 -7.960688 13.260639 -0.2 -1.3 -0.1
H -5.103490 -7.159908 9.942667 0.0 0.1 0.9
H -5.571698 -8.650134 9.291405 0.3 -0.8 0.3
H -3.962654 -7.901986 9.011773 0.2 -0.7 -0.2
H -3.794030 -7.790491 14.243324 0.0 0.2 -0.2
H -2.854073 -7.083659 12.849772 -0.2 -0.1 -0.1
H -2.721699 -8.847840 13.292790 0.5 0.5 0.2
C 3.589449 -9.437929 11.278092 -0.2 1.1 0.4
C 4.393048 -8.131644 11.029665 1.9 -1.5 -3.6
O 5.123857 -7.994760 10.033201 -2.9 0.3 4.6
N 4.326257 -6.972088 12.106824 1.2 0.3 -1.9
H 3.780855 -6.229128 11.693746 -0.9 0.4 -0.4
H 3.945275 -7.143158 13.026433 -0.4 -0.7 0.2
C 5.717410 -6.372425 12.260639 -0.1 -0.9 0.4
H 3.401331 -10.005642 10.366824 0.4 0.5 -0.2
H 2.613164 -9.220713 11.711415 0.0 0.2 0.1
H 4.107745 -10.112071 11.959994 0.3 0.3 0.2
H 6.279478 -7.249327 12.581899 0.6 0.5 0.1
H 5.668881 -5.607870 13.036013 0.1 -0.1 -0.2
H 6.073272 -5.987464 11.304983 -0.2 -0.1 0.2
C -6.686847 -6.407421 4.176790 0.3 -0.3 -1.1
C -7.416905 -7.605683 3.669183 -1.7 -2.2 3.1
O -7.501130 -8.645245 4.278579 0.6 1.4 -1.6
N -8.409548 -7.467519 2.495855 1.1 -0.3 0.2
H -8.965294 -6.624892 2.530780 -0.8 0.3 0.6
H -7.667073 -7.138373 1.895459 -0.1 -0.2 -1.7
C -9.125110 -8.739992 1.985449 1.4 0.7 -0.4
H -5.701578 -6.768353 4.471893 -0.1 0.1 0.5
H -7.329881 -6.132818 5.012966 0.4 0.4 0.2
H -6.506637 -5.586875 3.482283 -0.4 0.1 0.0
H -10.101066 -8.437205 1.606086 0.3 -0.2 0.0
H -9.136757 -9.573756 2.687459 -0.2 0.8 0.6
H -8.403275 -9.058883 1.233541 -0.7 -0.2 -0.5
C -1.169592 -15.069716 7.838149 -0.4 -0.6 0.7
C -1.870900 -16.090730 6.943327 0.7 3.7 0.1
O -2.445680 -15.705156 5.988675 -0.9 -1.3 -0.6
N -1.505683 -17.513763 7.099305 -1.2 -0.7 -0.1
H -0.592976 -17.497718 6.667106 0.6 -0.6 -0.2
H -1.365792 -17.780828 8.063261 0.1 0.0 0.6
C -2.386940 -18.551097 6.405171 1.9 -0.5 -0.7
H -0.153886 -14.895310 7.483159 0.2 -0.5 0.1
H -1.205839 -15.365612 8.886593 0.4 0.0 0.0
H -1.612316 -14.076776 7.759548 -0.5 -0.3 -0.3
H -1.723956 -19.416268 6.409636 -0.4 -0.4 0.3
H -2.384732 -18.290761 5.346721 -0.8 0.3 0.2
H -3.330315 -18.792578 6.894913 0.2 0.6 -0.1
C 1.109661 -14.324464 0.481258 0.4 0.1 -0.3
C 0.693372 -14.122237 -0.993444 -4.7 0.2 -0.4
O -0.487135 -14.097036 -1.414985 5.7 -0.1 1.5
N 1.829407 -13.819534 -2.036889 -0.9 -1.3 0.9
H 1.599966 -12.974635 -2.540475 -0.3 0.5 -0.1
H 2.709402 -13.663229 -1.566490 0.3 0.0 0.3
C 1.980621 -14.918640 -3.075478 -0.4 0.0 -0.9
H 1.813800 -13.575253 0.843152 -0.1 0.6 -0.4
H 1.660631 -15.227861 0.742815 -0.1 -0.5 -0.8
H 0.266659 -14.313556 1.172137 -0.3 0.2 -0.6
H 1.386184 -14.571803 -3.920724 0.4 -0.1 -0.2
H 1.531532 -15.880687 -2.828749 0.2 0.2 0.8
H 3.038730 -15.032486 -3.311161 -0.2 0.1 -0.1
O -0.077428 -9.786107 6.692954 0.7 -0.3 0.4
C -0.473877 -9.765141 5.431821 -0.6 -1.7 -7.1
O -1.565585 -9.151701 5.199852 0.0 0.1 1.2
O 0.114451 -10.357547 4.452830 0.5 0.1 2.3
H -0.859682 -9.237495 6.786195 -0.9 1.3 2.7
O -1.003007 -4.863669 5.066119 0.7 -1.9 2.1
C -1.088778 -4.068745 4.017853 -0.6 2.6 -0.4
O -0.644337 -2.954183 4.034811 2.3 2.5 1.0
O -1.792025 -4.460647 3.099600 -2.5 -3.0 -3.3
H -1.456787 -5.620011 4.687138 -0.1 -0.7 0.5
O 0.338213 -5.228843 9.181808 -0.2 -0.6 -0.8
C -0.451018 -4.406906 9.927963 -1.1 3.0 3.0
O -0.053381 -4.173582 11.094108 1.1 -1.3 0.5
O -1.468944 -3.835899 9.482575 0.1 -1.5 -1.6
H -0.135981 -5.197584 8.347682 0.1 -0.1 -0.8
```
Forces are in eV/Å.